This record from the OMol25 dataset describes a molecular structure, C24H28BrN2O5PPt. The level of theory is ωB97M-V/def2-TZVPD.

Its LUMO energy is -0.0262 Eh. The calculation puts the energy above the lowest of the compared OMol25 structures with the same formula, charge and spin at 130.2 kJ/mol. The calculation puts the HOMO energy at -7.9 eV. Its total energy is -4451.87860 a.u.

Atoms and positions in Å:
Pt: 0.603 0.405 -0.071
Br: 5.399 -3.968 3.148
C: 4.250 -3.037 1.963
C: 4.653 -2.809 0.640
C: 3.828 -2.150 -0.233
C: 2.562 -1.665 0.172
O: 1.794 -1.093 -0.699
C: 2.174 -1.896 1.519
C: 0.882 -1.530 2.003
N: 0.009 -0.801 1.390
C: -1.289 -0.622 1.951
C: -1.532 -0.700 3.298
C: -2.829 -0.502 3.813
C: -3.876 -0.226 2.983
C: -3.667 -0.142 1.588
C: -4.702 0.142 0.666
C: -4.417 0.205 -0.666
C: -3.086 -0.019 -1.083
N: -2.114 -0.295 -0.260
C: -2.375 -0.349 1.061
C: 3.029 -2.599 2.391
H: 5.625 -3.154 0.312
H: 4.128 -1.974 -1.257
H: 0.593 -1.978 2.950
H: -0.722 -0.879 3.992
H: -2.980 -0.555 4.883
H: -4.870 -0.058 3.379
H: -5.706 0.312 1.035
H: -5.181 0.425 -1.399
H: -2.832 0.033 -2.138
H: 2.708 -2.790 3.408
C: -0.032 1.542 -2.871
C: 1.194 2.350 -2.478
C: 0.965 3.825 -2.755
C: 2.435 1.839 -3.188
O: 1.510 2.128 -1.033
P: 0.901 2.994 0.263
O: 0.796 4.446 0.117
O: -0.377 2.152 0.454
O: 2.006 2.517 1.306
C: 2.267 3.163 2.583
C: 0.956 3.366 3.333
C: 3.159 2.169 3.311
C: 2.990 4.482 2.350
H: -0.203 1.643 -3.944
H: -0.915 1.905 -2.342
H: 0.111 0.481 -2.651
H: 0.802 3.944 -3.827
H: 1.826 4.423 -2.458
H: 0.095 4.205 -2.224
H: 2.319 1.949 -4.267
H: 2.595 0.785 -2.956
H: 3.311 2.404 -2.869
H: 0.456 2.410 3.490
H: 0.287 4.021 2.773
H: 1.151 3.826 4.303
H: 2.613 1.244 3.505
H: 3.496 2.586 4.261
H: 4.031 1.934 2.701
H: 2.384 5.142 1.733
H: 3.942 4.304 1.850
H: 3.188 4.968 3.307